Entry from OMol25: a single C17H17N3O molecule (wB97M-V/def2-TZVPD).

Geometry as XYZ:
```
38
Properties=species:S:1:pos:R:3
C 6.570 0.179 0.622
H 6.272 1.026 1.236
H 7.637 0.251 0.423
H 6.382 -0.733 1.185
C 5.777 0.167 -0.686
C 4.303 0.068 -0.413
C 3.539 1.209 -0.199
C 2.194 1.123 0.088
C 1.561 -0.119 0.181
C 2.328 -1.267 -0.022
C 3.675 -1.165 -0.315
H 4.249 -2.068 -0.472
H 1.877 -2.245 0.056
N 0.228 -0.177 0.529
H -0.286 0.693 0.465
C -0.594 -1.319 0.238
C -2.038 -0.917 0.139
N -2.356 0.324 0.138
C -3.684 0.664 0.037
C -4.037 2.016 0.039
C -5.361 2.381 -0.060
C -6.361 1.415 -0.164
C -6.031 0.079 -0.168
C -4.694 -0.310 -0.068
C -4.326 -1.723 -0.070
O -5.077 -2.669 -0.156
N -2.951 -1.926 0.041
H -2.645 -2.892 0.047
H -6.783 -0.692 -0.247
H -7.394 1.718 -0.241
H -5.629 3.427 -0.057
H -3.254 2.753 0.121
H -0.306 -1.793 -0.716
H -0.490 -2.078 1.028
H 1.612 2.020 0.244
H 4.005 2.182 -0.269
H 6.099 -0.682 -1.293
H 5.989 1.082 -1.243
```

## Properties
**Charge**: 0
**Gap between HOMO and LUMO**: 8.1 eV
**Calculated total energy**: -897.5716 a.u.
**LUMO**: 0.0155 Ha
**HOMO**: -0.283 Eh